Record 1
A structure of composition C38H39F2FeN7O. Source: OMol25; level of theory: ωB97M-V/def2-TZVPD.

Cartesian coordinates (Å):
N1 -0.004361 0.734151 -1.752476
H1 1.024010 2.006675 -7.061296
C1 1.089519 -0.273492 4.461728
H2 2.377540 -3.936989 0.599888
C2 2.312514 0.485329 -6.207782
N2 -2.100934 1.408486 0.225894
C3 -2.795496 -3.151377 0.574227
C4 3.668800 -1.702118 -0.888837
H3 -3.180657 -3.989456 1.141568
H4 -2.802360 5.247441 -0.733067
H5 0.878581 -1.515008 -3.735585
C5 -1.823666 1.554183 3.169235
H6 2.448311 1.718438 0.217702
C6 -0.232493 -4.852218 -1.335074
N3 -1.504446 -1.365437 0.005207
C7 1.441870 -2.728439 -0.910178
H7 2.936087 -0.438779 -4.331645
O1 0.483263 2.345584 0.332188
C8 0.358402 1.571655 -5.076172
H8 0.869020 -5.872214 0.209881
H9 1.005657 2.336209 -4.632174
C9 -2.321567 2.693540 0.007642
H10 1.203766 6.684478 -0.461251
C10 -2.521930 -0.819942 -2.273207
C11 2.268824 -0.660534 -5.166162
C12 -1.739964 -2.333511 0.949146
H11 -1.164532 -1.823280 2.988828
H12 5.659666 -0.869632 -0.942722
C13 -0.873278 6.115239 -0.638822
N4 0.507015 -2.637260 -1.857061
C14 4.610153 -0.703764 -0.747378
H13 -3.430918 -0.232595 0.599806
H14 0.144541 -2.361517 1.966950
C15 -3.237019 -2.671516 -0.683074
H15 -2.223929 1.847875 4.144028
H16 0.210824 -1.329904 -5.357444
H17 -2.337215 0.242130 -2.127929
H18 -5.388958 1.689327 0.365346
N5 0.285374 0.410417 -4.189046
C16 1.245396 -0.405714 3.095196
C17 0.487033 5.871953 -0.383238
C18 -0.580483 0.759263 3.395577
H19 1.759676 -0.676150 5.210429
H20 -1.816858 -1.179119 -3.035103
H21 -4.084169 3.850154 -0.054079
F1 4.149706 -2.910493 -1.329748
H22 -1.100369 -3.518032 -2.779407
C19 -0.909838 -2.515562 2.181687
H23 1.978031 4.423963 0.143257
C20 0.767178 -4.968293 -0.379989
C21 1.613007 -3.898982 -0.164814
C22 -1.343722 3.766268 -0.169593
H24 -2.592793 0.983108 2.654751
C23 0.102806 0.606913 -2.888359
H25 -0.943994 -5.646942 -1.517016
H26 -0.537273 0.798040 5.590328
C24 -1.752201 5.053621 -0.523422
H27 -4.046781 -3.048601 -1.296771
C25 -3.338599 0.822755 0.396118
N6 -3.662786 2.946481 0.035913
H28 -1.033663 -3.539839 2.547641
H29 -0.634804 2.010876 -5.196462
H30 -1.228091 7.100092 -0.915407
C26 1.803314 -0.290606 -0.216687
H31 2.075577 -1.955978 1.825673
H32 0.255559 0.436850 -6.900561
Fe1 -0.105401 0.327772 0.320257
C27 2.765331 0.735366 -0.113104
H33 3.004810 1.259984 -5.868139
H34 2.612461 -1.600503 -5.603692
C28 2.395137 -1.159834 2.499389
C29 -0.088426 0.482648 4.656997
N7 0.217394 0.215204 2.411603
C30 0.041862 3.492239 0.069304
C31 4.096498 0.519829 -0.365202
H35 2.695637 0.125046 -7.165090
H36 -1.638939 2.462327 2.591102
C32 -2.418541 -1.597030 -0.995313
C33 -0.315297 -3.667821 -2.045775
H37 2.951221 -1.625893 3.319272
H38 -3.530225 -0.935797 -2.683352
F2 4.985184 1.551102 -0.220637
C34 2.307362 -1.538903 -0.672836
C35 0.941143 1.133681 -6.410744
H39 3.086289 -0.527757 1.940775
C36 0.928072 4.618076 -0.044584
C37 -4.317529 1.754076 0.283871
C38 0.864932 -0.867195 -4.612656

Forces on atoms 1 to 2 (eV/Å):
-0.5 -0.3 0.2
0.0 0.0 0.0

**Total energy**: -3393.412846 a.u.
**Charge**: -2
**Gap between HOMO and LUMO (spin up / spin down)**: 5.0 / 5.0 eV
**M**: 703.6 Da
**ΔE to the lowest compared entry with this formula, charge and spin**: 19.5 kcal/mol

---

Record 2
A cluster of 2 separate species, C4H12NO2 in total. Source: OMol25; level of theory: ωB97M-V/def2-TZVPD.

Cartesian coordinates (Å):
N1 1.417485 0.430816 -0.725442
H1 1.854218 2.116411 -1.867231
C1 -1.279302 0.069639 -0.320252
H2 -2.349957 -0.079841 -0.319887
O1 -1.304676 -0.160083 3.216677
H3 -1.024929 0.165967 2.281208
H4 -0.922574 -1.785779 -1.310963
C2 -0.466016 -1.201063 -0.500758
H5 1.249438 -1.574287 -1.723615
H6 -0.968326 0.695122 -1.184572
C3 1.760079 1.027255 -1.985515
H7 1.638630 -1.402007 0.046477
C4 1.078192 -1.002642 -0.807068
H8 0.914294 0.853965 0.056213
H9 1.157982 0.799073 -2.871776
H10 2.822407 0.719266 -2.151784
O2 -0.989963 0.827787 0.828844
H11 -2.068313 -0.711716 3.039067
H12 -0.636157 -1.729655 0.488642

Forces on atoms 1 to 2 (eV/Å):
0.5 -1.5 -1.1
-0.4 -0.1 -0.1

**Total energy**: -364.806499 a.u.
**Charge**: -1
**Gap between HOMO and LUMO**: 7.3 eV
**M**: 106.1 Da
**ΔE to the lowest compared entry with this formula, charge and spin**: 30.8 kcal/mol

---

Record 3
An isolated molecule of C4H7NO. Source: OMol25; level of theory: ωB97M-V/def2-TZVPD.

Cartesian coordinates (Å):
H1 -1.591694 0.249054 1.338101
C1 -1.564726 0.770703 0.357492
H2 -0.273291 -1.723290 -0.908669
H3 1.386674 -1.087895 -1.056134
C2 0.616880 -1.501621 -0.317507
N1 -1.518145 0.123189 -0.861490
H4 0.072967 1.695509 -0.907632
H5 1.652391 1.109456 1.112651
H6 0.966129 -2.281407 0.363975
O1 1.768551 0.204103 0.790800
C3 0.679546 -0.124766 0.108248
H7 -1.916644 1.812895 0.449167
C4 -0.278637 0.754070 -0.469002

Forces on atoms 1 to 2 (eV/Å):
-0.1 -0.1 -0.3
-0.5 0.1 0.2

**Total energy**: -286.433043 a.u.
**Gap between HOMO and LUMO**: 7.1 eV
**M**: 85.1 Da
**ΔE to the lowest compared entry with this formula, charge and spin**: 124.6 kcal/mol

---

Among the records above, which one has the lowest ΔE to the lowest compared entry with this formula, charge and spin?
C38H39F2FeN7O

---

Look up the M of the first one.
703.6 Da